Below is a single C4H7N3 molecule, with properties calculated with ωB97M-V/def2-TZVPD.

Properties
- E_tot (eV) = -8731.23837
- highest occupied orbital energy (eV) = -7.91
- Kohn-Sham gap (Ha) = 0.33159
- relative energy (zero: lowest compared OMol25 entry of this formula, charge and spin) (kcal per mole) = 10.17

Each line ends with the Mulliken charge.
Atoms and positions in Å:
C 2.23862 0.12662 0.27904  -0.825
N 1.21600 0.23480 -0.73731  -0.239
C -0.12545 0.11478 -0.40172  0.561
C -0.71298 -0.62384 0.65983  -0.199
C -2.06787 -0.49456 0.45033  -0.788
N -2.21957 0.27476 -0.64371  0.309
N -1.04570 0.67034 -1.17994  -0.879
H 2.08130 -0.78515 0.86342  0.269
H 3.21260 0.02970 -0.21057  0.312
H 2.28112 0.97889 0.97606  0.279
H 1.36172 0.97722 -1.40780  0.269
H -0.22612 -1.17199 1.45301  0.302
H -2.91825 -0.89821 0.98349  0.415
H -3.07542 0.56664 -1.08412  0.212



Below is a single C4H12BrNO2P2 molecule, with properties calculated with ωB97M-V/def2-TZVPD.

Properties
- E_tot (eV) = -98548.25969
- highest occupied orbital energy (eV) = -8.03
- Kohn-Sham gap (Ha) = 0.30888

Each line ends with the Mulliken charge.
Atoms and positions in Å:
C 2.16000 -1.12990 -0.32979  -1.476
C 1.66666 0.17206 0.33758  0.383
O 1.10299 1.06118 -0.63275  -0.459
C 0.68161 -0.06186 1.49865  -1.041
P -1.14787 0.06367 1.27784  0.042
C -1.56392 -1.12543 -0.10069  -0.682
N -1.07408 -0.95247 -1.44916  -0.594
P -1.44462 2.08154 0.41054  0.338
O -2.51566 1.65493 -0.77033  -0.501
Br -2.88291 2.75726 2.01341  -0.309
H 2.01486 -1.06584 -1.40919  0.393
H 1.65099 -2.01545 0.05280  0.310
H 3.22907 -1.26984 -0.15792  0.368
H 2.54893 0.65689 0.76807  0.530
H 1.76572 1.69409 -0.89317  0.275
H 0.94165 0.58166 2.34169  0.343
H 0.82119 -1.08710 1.85612  0.448
H -1.31208 -2.11753 0.28629  0.404
H -2.65549 -1.08717 -0.13659  0.409
H -1.57550 -0.23093 -1.93703  0.283
H -0.08200 -0.80556 -1.50863  0.198
H -2.32954 2.22580 -1.51777  0.338



Below is a molecular structure, C24H25N4O4PRuS at a distorted geometry, with properties calculated with ωB97M-V/def2-TZVPD.

Properties
- E_tot (eV) = -62149.86301
- multiplicity = 2
- <S²> = 0.808
- highest occupied orbital energy (spin up / spin down) (eV) = -2.88 / -2.87
- Kohn-Sham gap (spin up / spin down) (Ha) = 0.16700 / 0.17901
- relative energy (zero: lowest compared OMol25 entry of this formula, charge and spin) (kcal per mole) = 63.44
- net charge = -1

Each line ends with the Mulliken charge.
Atoms and positions in Å:
Ru 0.26299 0.01181 -0.15957  0.578
N -1.91606 -0.91651 0.74520  -0.242
N -2.28400 -0.19453 1.89283  -0.441
C -1.57397 1.02070 2.17866  0.497
O -2.11292 1.79552 2.94490  -0.733
O -0.43554 1.10934 1.65182  -0.522
H -2.56614 -0.80099 -0.03554  0.294
H -1.76920 -1.90140 0.96150  0.250
H -3.28078 -0.11630 2.06877  0.252
O -2.81478 1.73900 -1.75663  -0.696
C -1.75225 1.23038 -2.10155  -0.103
O -0.62034 1.40754 -1.53313  -0.885
C -1.72176 0.38296 -3.35185  0.429
C -2.58202 0.72059 -4.38930  -0.527
C -2.56657 0.02967 -5.58492  -0.612
C -1.68556 -1.03881 -5.75311  -0.756
C -0.85128 -1.40888 -4.72565  -0.123
C -0.87114 -0.72595 -3.49921  0.085
P 0.19054 -1.33625 -2.17176  2.535
C -0.01775 -3.12615 -2.28571  0.367
C -1.28052 -3.65787 -2.59129  -0.647
C -1.56762 -4.98464 -2.37165  -0.749
C -0.60499 -5.82391 -1.81476  -0.486
C 0.64063 -5.30731 -1.48330  -0.792
C 0.92965 -3.97521 -1.68940  -0.434
C 1.84064 -0.95265 -2.85115  0.573
C 2.31853 0.33993 -2.59565  -0.427
C 3.48844 0.77754 -3.17924  -0.726
C 4.19280 -0.05819 -4.03544  -0.576
C 3.71279 -1.33277 -4.30820  -0.709
C 2.53784 -1.77529 -3.73513  -0.298
H -3.26476 1.54198 -4.22917  0.522
H -3.23274 0.31772 -6.38504  0.393
H -1.66375 -1.58044 -6.68972  0.425
H -0.17745 -2.24712 -4.84551  0.364
H -2.03013 -3.00640 -3.01863  0.384
H -2.54660 -5.36912 -2.62253  0.414
H -0.83740 -6.86239 -1.62706  0.381
H 1.38749 -5.96044 -1.05058  0.415
H 1.89497 -3.57238 -1.41453  0.292
H 1.74726 0.99126 -1.92908  0.161
H 3.85825 1.77027 -2.96383  0.421
H 5.10739 0.28738 -4.49298  0.377
H 4.26675 -1.98377 -4.97016  0.416
H 2.15935 -2.76724 -3.94237  0.313
S 1.86853 -0.32200 3.27682  -0.497
C 2.48531 -0.26634 1.56194  0.803
N 3.93256 -0.39006 1.60941  -0.372
C 4.51466 0.51070 0.64308  -0.385
C 3.52821 1.67853 0.66022  -0.837
N 2.24821 1.04940 0.94385  -0.194
H 4.24458 -1.34917 1.53800  0.264
H 4.59646 0.08523 -0.37225  0.153
H 5.51078 0.80954 0.98479  0.346
H 3.49796 2.19321 -0.30067  0.342
H 3.80699 2.38978 1.44499  0.372
H 1.64506 1.62313 1.53528  0.173
C 1.76892 -1.31434 0.71493  -1.302
H 1.36952 -2.13178 1.32635  0.325
H 2.48332 -1.71899 -0.01716  0.156



Below is 16 unconnected molecules or ions with the total composition C2H36O15S2 at a distorted geometry, with properties calculated with ωB97M-V/def2-TZVPD.

Properties
- E_tot (eV) = -55038.27307
- highest occupied orbital energy (eV) = -8.19
- Kohn-Sham gap (Ha) = 0.29294
- relative energy (zero: lowest compared OMol25 entry of this formula, charge and spin) (kcal per mole) = 123.75

Each line ends with the Mulliken charge.
Atoms and positions in Å:
C -1.08022 -2.24771 -3.44432  -1.192
C -0.44484 -2.84550 -2.13705  0.337
S -1.08748 -4.36223 -1.81761  -0.117
S -2.33786 -4.06006 -0.44225  -0.148
H -1.50988 -3.05737 -3.99792  0.490
H -0.39782 -1.67174 -4.00143  0.286
H -2.02550 -1.69570 -3.16864  0.229
H -0.66746 -2.02221 -1.17429  -0.166
H 0.64231 -2.89843 -2.50841  0.240
H -1.90277 -4.65406 0.66230  0.126
H 4.61189 2.46689 1.15897  0.254
H 4.36237 1.07675 1.60083  0.378
O 3.88787 1.86205 1.17688  -0.542
H -1.73709 -2.03299 2.45562  0.285
H -3.00960 -2.53689 2.85679  0.251
O -2.31475 -2.77034 2.29250  -0.546
H 4.00017 -1.31132 2.67681  0.257
H 2.84700 -0.68196 1.94022  0.354
O 3.73071 -0.48241 2.31768  -0.669
H -4.67741 -1.87467 0.37319  0.287
H -3.69807 -1.28553 1.43277  0.315
O -4.56545 -1.13062 0.89952  -0.623
H 0.58816 3.46798 -0.68741  0.262
H -0.89790 3.43248 -0.24774  0.352
O -0.22669 3.89485 -0.76951  -0.615
H 3.02797 0.32162 -2.78702  0.316
H 3.67038 1.49517 -3.47342  0.284
O 2.91786 0.86767 -3.55823  -0.610
H -0.74951 0.32665 -1.87801  0.398
H -1.23050 -0.33466 -0.74232  -0.011
O -0.33120 0.15704 -0.95736  -0.616
H 0.85556 0.37791 4.46490  0.371
H 0.05477 1.51426 4.03334  0.294
O -0.04180 0.59467 4.14287  -0.635
H 2.98882 1.18178 3.31793  0.384
H 1.91809 0.84067 2.44196  0.185
O 2.00098 1.29481 3.28368  -0.621
H 3.82192 2.63654 -1.62944  0.276
H 2.98195 1.87230 -0.72817  0.368
O 2.89548 2.33803 -1.57663  -0.604
H 0.69488 2.20925 -2.85742  0.303
H 0.96362 1.40154 -4.08771  0.301
O 0.28153 1.79298 -3.56289  -0.627
H -2.54775 3.74178 -1.92270  0.308
H -3.02436 2.38431 -2.30149  0.299
O -3.05337 3.01007 -1.60881  -0.624
H -1.95313 0.13300 1.12111  0.314
H -0.86284 0.56196 2.22062  0.207
O -1.24792 -0.18615 1.62613  -0.285
H -2.54137 1.44618 -0.14089  0.338
H -4.05266 1.21746 0.36681  0.300
O -3.10715 1.16065 0.63644  -0.652
H 1.59973 -2.61441 3.48799  0.313
H 0.52368 -1.97874 2.63451  0.267
O 1.45669 -2.34359 2.58671  -0.624



Below is a molecular structure, C29H25IN2O3RuS, with properties calculated with ωB97M-V/def2-TZVPD.

Properties
- E_tot (eV) = -61119.29957
- multiplicity = 2
- <S²> = 0.769
- highest occupied orbital energy (spin up / spin down) (eV) = -1.69 / -3.84
- Kohn-Sham gap (spin up / spin down) (Ha) = 0.14512 / 0.22356
- relative energy (zero: lowest compared OMol25 entry of this formula, charge and spin) (kcal per mole) = 5.92
- net charge = -1

Each line ends with the Mulliken charge.
Atoms and positions in Å:
Ru 0.20277 -0.46777 1.30603  -0.931
I 0.27292 -1.12529 3.85862  0.087
C -1.43379 -2.34467 3.77589  0.548
C -1.83745 -2.99548 4.90352  -0.654
C -2.99725 -3.79485 4.84330  -0.474
C -3.68922 -3.88687 3.67074  -0.876
C -3.27011 -3.19918 2.50421  0.885
C -4.01538 -3.28426 1.30911  -0.805
C -3.59442 -2.59209 0.21111  -1.354
C -2.41977 -1.81344 0.24755  0.438
C -1.61334 -1.68626 1.36331  0.097
C -2.08713 -2.39634 2.52250  0.603
H -1.28544 -2.90061 5.82973  0.361
H -3.33071 -4.32278 5.72801  0.365
H -4.58811 -4.49104 3.61267  0.332
H -4.91243 -3.89317 1.28807  0.325
H -4.16296 -2.64270 -0.71119  0.420
H -2.14448 -1.30736 -0.66831  0.379
C 4.86930 1.73961 -4.79762  -1.475
C 3.81998 0.97429 -4.03661  0.982
C 3.66463 1.15549 -2.66419  -1.010
C 2.67847 0.48117 -1.96448  -0.337
C 1.83184 -0.38992 -2.63430  -0.058
C 1.96634 -0.57913 -3.99929  -0.588
C 2.96077 0.09842 -4.69105  -0.718
S 0.57769 -1.26775 -1.71728  1.413
O 1.27570 -2.23720 -0.89203  -0.914
O -0.33717 -1.75993 -2.71728  -0.764
N -0.05137 -0.23167 -0.71019  1.011
C -0.78037 0.90911 -1.08049  0.563
C -1.04855 1.33351 -2.38232  -1.189
C -1.76973 2.50607 -2.57925  -0.864
C -2.23104 3.25353 -1.50961  -0.847
C -1.99086 2.84429 -0.18502  0.731
C -2.44466 3.55096 0.96463  -1.114
C -2.16941 3.01530 2.23154  -0.855
C -1.44939 1.85382 2.35934  -0.576
N -0.96173 1.17676 1.28468  0.946
C -1.25291 1.65060 0.01435  -0.034
H 5.75423 1.91281 -4.18445  0.369
H 4.48833 2.71550 -5.10789  0.282
H 5.17545 1.20374 -5.69644  0.372
H 4.32186 1.83837 -2.13714  0.396
H 2.55342 0.63375 -0.90098  0.253
H 1.28533 -1.24998 -4.50562  0.519
H 3.06677 -0.05247 -5.75978  0.338
H -0.71992 0.74456 -3.22712  0.378
H -1.97640 2.83492 -3.59127  0.379
H -2.79424 4.16455 -1.67860  0.362
H -3.01398 4.46363 0.84649  0.365
H -2.52401 3.50117 3.13216  0.394
H -1.23286 1.43022 3.32953  0.193
C 3.23119 -1.18256 1.53953  -0.504
O 3.03432 0.22860 1.66105  -0.381
C 1.78185 0.67415 1.46238  0.911
C 1.84035 2.17099 1.56448  -1.474
H 3.02953 -1.66786 2.49524  0.220
H 4.27546 -1.32889 1.26744  0.293
H 2.59782 -1.59967 0.75233  0.243
H 2.77833 2.54625 1.14847  0.404
H 1.81026 2.45146 2.62314  0.370
H 0.98571 2.63355 1.07866  0.265



Below is a molecular structure, C24H53GeN3O11PTeTi, with properties calculated with ωB97M-V/def2-TZVPD.

Properties
- E_tot (eV) = -148957.56551
- multiplicity = 4
- <S²> = 3.767
- highest occupied orbital energy (spin up / spin down) (eV) = -5.52 / -7.20
- Kohn-Sham gap (spin up / spin down) (Ha) = 0.20737 / 0.26500
- relative energy (zero: lowest compared OMol25 entry of this formula, charge and spin) (kcal per mole) = 22.87

Each line ends with the Mulliken charge.
Atoms and positions in Å:
Ti 0.17061 -0.22910 0.21018  0.904
C -2.97721 1.39307 -2.79029  -0.906
N -3.43534 1.46062 -1.40607  0.027
C -4.48726 2.40767 -1.07426  -1.063
C -2.69466 0.83275 -0.48601  0.448
O -1.75375 0.11377 -0.82912  0.549
C -3.03260 1.02693 0.98461  -1.809
O -2.08060 0.39347 1.77973  0.159
C -2.45429 -0.74296 2.51218  -2.073
C -1.89635 -1.97043 1.80653  0.537
O -0.95686 -1.79698 1.03122  0.594
N -2.40574 -3.18014 2.04689  0.270
C -3.45684 -3.39474 3.02801  -1.154
C -1.90585 -4.33725 1.31540  -0.784
H -3.63757 2.00066 -3.40403  0.479
H -1.95626 1.76926 -2.87056  0.236
H -2.98983 0.36513 -3.14962  0.223
H -5.27864 2.33743 -1.81885  0.392
H -4.92324 2.18418 -0.10577  0.422
H -4.10742 3.43281 -1.05823  0.260
H -3.00821 2.09736 1.22070  0.455
H -4.04706 0.66048 1.17817  0.723
H -1.94667 -0.66749 3.48138  0.517
H -3.53547 -0.79395 2.66117  0.683
H -4.44973 -3.22970 2.60210  0.306
H -3.39875 -4.42510 3.37287  0.394
H -3.32113 -2.75277 3.89625  0.414
H -1.20985 -3.99194 0.55554  -0.163
H -1.39792 -5.02404 1.99434  0.368
H -2.73995 -4.85629 0.83949  0.540
C 0.16317 -3.41015 -3.55131  -1.934
C -0.45256 -2.22270 -2.80719  1.626
C -1.91564 -2.55842 -2.51761  -1.319
C -0.33494 -0.95618 -3.65265  -1.263
O 0.19043 -2.02938 -1.54754  1.510
Ge 2.07598 -2.00124 -1.44090  -1.350
O 1.80334 -2.08422 0.40605  0.575
C 2.34189 -3.17033 1.16827  1.585
C 2.14004 -4.49689 0.43163  -1.738
C 3.83026 -2.90621 1.38556  -1.872
C 1.63404 -3.23328 2.51306  -1.320
O 1.78833 -0.10107 -1.16837  0.081
C 2.88828 0.83284 -1.30995  1.430
C 3.54569 1.03288 0.04894  -1.003
C 2.32722 2.12550 -1.89213  -1.560
C 3.91610 0.29213 -2.30436  -2.007
H -0.42546 -3.63698 -4.44352  0.445
H 0.16464 -4.29311 -2.90845  0.336
H 1.18753 -3.21119 -3.86791  0.377
H -2.48801 -2.63956 -3.44519  0.442
H -2.36403 -1.79521 -1.88564  -0.062
H -1.97487 -3.51692 -1.99669  0.322
H -0.94851 -1.02298 -4.55513  0.543
H 0.70174 -0.79781 -3.96109  0.189
H -0.64487 -0.09062 -3.06782  -0.263
H 2.73503 -4.55297 -0.48273  0.402
H 1.08747 -4.62507 0.16777  0.146
H 2.43881 -5.33099 1.07068  0.482
H 4.35213 -2.84175 0.42674  0.323
H 4.29214 -3.70549 1.96951  0.443
H 3.95930 -1.96356 1.91924  0.330
H 0.57868 -3.47363 2.37809  0.077
H 1.69423 -2.27631 3.02649  0.290
H 2.08671 -4.01331 3.13073  0.521
H 2.81313 1.34715 0.78891  -0.236
H 4.34094 1.77991 -0.01728  0.602
H 3.98598 0.09280 0.38801  0.035
H 1.51301 2.50495 -1.28710  0.129
H 1.95933 1.93842 -2.90406  0.416
H 3.11141 2.88379 -1.94659  0.433
H 4.45044 -0.58054 -1.92780  0.434
H 4.65255 1.07357 -2.50300  0.512
H 3.43963 0.02620 -3.25053  0.359
O 0.07085 0.38103 4.00246  -0.636
N 0.67233 -0.28347 3.07416  0.029
O 0.78892 0.46077 1.91478  -0.502
C 2.21258 5.20920 2.53810  -1.281
C 2.40516 3.73124 2.29275  -0.406
O 1.60891 3.28069 1.18325  0.272
P 0.07365 2.88572 1.24527  -1.454
O -0.13802 1.86844 0.13779  0.900
Te -0.77520 2.80903 3.48628  -0.055
O -0.70230 4.20934 0.73781  -0.164
C -0.43297 4.69903 -0.58694  0.454
C -1.12664 6.03008 -0.74339  -1.512
H 2.87394 5.54390 3.33862  0.430
H 1.18369 5.41241 2.83859  0.271
H 2.44086 5.78416 1.63908  0.269
H 2.14066 3.14367 3.17354  0.425
H 3.43005 3.49192 2.01109  0.345
H -0.79132 3.96444 -1.31299  -0.071
H 0.64709 4.80111 -0.72117  0.215
H -2.19931 5.92795 -0.57274  0.287
H -0.97290 6.42148 -1.75003  0.421
H -0.73635 6.75308 -0.02738  0.342